(1)
The following is a DFT calculation (the ωB97M-V functional and the def2-TZVPD basis) of CsH42O21 as an isolated structure in a non-equilibrium geometry.

Values from the calculation:
HOMO = -12.5726 eV
HOMO-LUMO gap = 9.254 eV
ΔE to the lowest compared entry with this formula, charge and spin = 72.4 kcal/mol

Structure (ORCA input):
```
! wB97M-V def2-TZVPD RIJCOSX def2/J DEFGRID3
* xyz 1 1
Cs -17.405 20.295 27.917
O -16.590 18.999 22.969
H -17.414 19.268 22.562
H -16.822 18.815 23.880
O -15.491 20.843 30.699
H -14.580 20.550 30.708
H -15.460 21.713 30.301
O -14.883 15.989 27.553
H -14.111 15.459 27.753
H -14.865 16.693 28.201
O -17.444 17.473 29.874
H -17.546 17.453 30.826
H -17.953 16.724 29.563
O -19.283 21.233 30.915
H -18.515 21.373 31.468
H -19.980 21.731 31.341
O -20.699 23.524 25.296
H -20.986 22.697 24.909
H -20.467 23.299 26.197
O -13.949 23.175 24.637
H -14.427 22.595 25.229
H -13.486 22.585 24.043
O -14.219 21.444 27.015
H -13.680 20.663 26.892
H -13.850 21.869 27.790
O -13.816 19.208 24.341
H -14.732 19.285 24.071
H -13.820 19.434 25.271
O -20.788 19.491 29.281
H -21.319 18.930 29.846
H -20.180 19.927 29.878
O -19.750 18.721 24.823
H -20.440 19.330 25.086
H -19.412 19.081 24.003
O -21.430 20.745 25.545
H -21.873 20.866 26.385
H -22.065 21.044 24.894
O -19.801 23.389 27.711
H -20.574 22.970 28.089
H -19.341 23.765 28.461
O -16.372 17.871 26.071
H -15.577 17.499 26.454
H -16.926 17.113 25.886
O -17.839 22.719 25.896
H -18.364 23.094 26.604
H -17.574 23.473 25.370
O -16.965 20.146 32.640
H -16.365 20.174 31.895
H -17.414 19.305 32.555
O -14.810 17.966 29.463
H -15.681 17.749 29.798
H -14.227 17.841 30.213
O -18.436 24.127 30.017
H -17.547 24.203 29.670
H -18.317 24.019 30.960
O -15.023 23.190 29.533
H -15.309 24.064 29.266
H -14.256 23.347 30.084
O -13.520 18.626 27.068
H -13.971 18.495 27.902
H -12.732 18.085 27.135
O -20.341 17.451 27.479
H -20.935 18.045 27.938
H -19.951 17.988 26.790
*
```

Atomic partial charges in e from the Mulliken method, atoms 1 to 5:
1. Cs 0.5226
2. O -0.6273
3. H 0.3056
4. H 0.2912
5. O -0.5346

(2)
The following is a DFT calculation (the ωB97M-V functional and the def2-TZVPD basis) of Cu2H18HfO21S3 as an isolated structure in a non-equilibrium geometry.

Values from the calculation:
HOMO (spin up / spin down) = -12.7683 / -12.7652 eV
HOMO-LUMO gap (spin up / spin down) = 4.034 / 4.028 eV

Structure (ORCA input):
```
! wB97M-V def2-TZVPD RIJCOSX def2/J DEFGRID3
* xyz 1 2
Hf 1.455 0.218 2.875
Cu -2.491 -1.832 0.986
Cu 2.366 -1.113 -2.764
S 3.588 -2.612 2.024
O 3.167 -3.451 0.937
O 3.375 -3.340 3.289
O 5.012 -2.298 1.889
O 2.863 -1.325 2.014
S -2.115 0.164 3.683
O -0.825 0.102 3.007
O -2.897 -0.918 3.183
O -1.783 -0.054 5.065
O -2.714 1.511 3.395
S -0.120 -0.074 -0.367
O 0.795 -0.094 0.801
O 0.072 -1.306 -1.156
O -1.470 -0.069 0.189
O 0.164 1.144 -1.112
O -1.450 3.187 -0.598
H -2.081 2.665 -0.102
H -0.774 2.561 -0.858
O 2.639 2.605 -0.341
H 2.158 1.859 -0.700
H 2.801 2.368 0.572
O -1.750 1.380 -2.961
H -2.192 2.002 -2.382
H -0.952 1.139 -2.490
O -1.948 -1.341 -4.108
H -1.526 -0.657 -4.628
H -1.605 -1.216 -3.223
O -1.940 -2.970 -1.219
H -1.215 -2.346 -1.257
H -1.564 -3.794 -1.529
O 2.040 -3.072 -1.308
H 1.376 -2.408 -1.121
H 2.461 -3.234 -0.464
O 1.799 1.144 -3.061
H 1.389 1.314 -2.213
H 1.359 1.743 -3.664
O -3.054 1.625 0.921
H -3.038 1.733 1.872
H -2.437 0.914 0.749
O 0.431 2.336 2.114
H -0.102 2.909 2.666
H 0.730 2.900 1.401
*
```

Atomic partial charges in e from the Mulliken method, atoms 1 to 5:
1. Hf 1.4890
2. Cu 0.6057
3. Cu 0.6812
4. S 1.1687
5. O -0.5904

(3)
The following is a DFT calculation (the ωB97M-V functional and the def2-TZVPD basis) of CuF2O4PPb2 as an isolated structure in a non-equilibrium geometry.

Values from the calculation:
HOMO = -6.2591 eV
HOMO-LUMO gap = 2.174 eV
ΔE to the lowest compared entry with this formula, charge and spin = 5.4 kcal/mol

Structure (ORCA input):
```
! wB97M-V def2-TZVPD RIJCOSX def2/J DEFGRID3
* xyz 0 1
Cu -2.692 -1.829 -2.064
Pb -1.439 1.325 0.405
Pb -0.330 0.794 -4.210
P 1.334 0.364 1.592
O 0.923 1.022 0.211
O 2.844 0.584 1.709
O 1.245 -1.166 1.646
O 0.565 0.950 2.790
F -0.836 0.110 -1.868
F -1.614 -2.153 -0.210
*
```

Atomic partial charges in e from the Mulliken method, atoms 1 to 5:
1. Cu 0.6356
2. Pb 1.1934
3. Pb 0.4553
4. P 1.0119
5. O -0.5151

(4)
The following is a DFT calculation (the ωB97M-V functional and the def2-TZVPD basis) of CuH10O5 as an isolated structure in a non-equilibrium geometry.

Values from the calculation:
HOMO = -11.6730 eV
HOMO-LUMO gap = 8.159 eV
ΔE to the lowest compared entry with this formula, charge and spin = 43.4 kcal/mol

Structure (ORCA input):
```
! wB97M-V def2-TZVPD RIJCOSX def2/J DEFGRID3
* xyz 1 1
Cu -9.682 -34.407 12.215
O -9.166 -34.825 9.449
H -9.148 -35.262 8.634
H -9.772 -34.179 9.209
O -11.503 -34.543 11.545
H -11.681 -34.857 10.664
H -12.361 -34.118 11.777
O -9.688 -34.277 14.018
H -8.816 -34.400 14.416
H -10.185 -33.853 14.723
O -8.676 -35.932 11.878
H -8.704 -35.896 10.878
H -7.766 -36.213 12.042
O -9.081 -32.739 11.664
H -9.615 -32.420 12.380
H -9.294 -32.233 10.862
*
```

Atomic partial charges in e from the Mulliken method, atoms 1 to 5:
1. Cu 0.1768
2. O -0.5349
3. H 0.2664
4. H 0.2690
5. O -0.4273

(5)
The following is a DFT calculation (the ωB97M-V functional and the def2-TZVPD basis) of CuH42O21 as an isolated structure in a non-equilibrium geometry.

Values from the calculation:
HOMO = -11.2424 eV
HOMO-LUMO gap = 8.986 eV

Structure (ORCA input):
```
! wB97M-V def2-TZVPD RIJCOSX def2/J DEFGRID3
* xyz 1 1
Cu 0.221 -0.551 -0.012
O -1.491 -0.561 0.957
H -1.482 -0.296 1.946
H -2.120 0.173 0.592
O 1.950 1.316 2.956
H 2.097 2.270 2.975
H 2.206 0.984 3.826
O -0.972 -0.659 -3.863
H -1.882 -0.317 -3.904
H -0.786 -0.664 -4.804
O 0.382 3.666 1.680
H 0.505 2.796 1.298
H 0.141 3.534 2.591
O 3.361 -2.582 -0.564
H 2.550 -2.965 -0.884
H 3.702 -3.230 0.127
O 2.802 -3.946 2.133
H 3.197 -4.793 2.412
H 1.846 -4.040 1.947
O 3.894 1.628 -4.685
H 4.239 1.651 -5.571
H 3.769 2.558 -4.432
O -0.746 -3.457 -3.425
H -1.168 -2.741 -3.895
H -0.430 -4.089 -4.096
O -1.482 3.613 -0.665
H -0.989 4.069 0.048
H -0.902 3.045 -1.209
O 2.221 -0.321 0.342
H 2.515 0.145 1.148
H 2.669 -1.161 0.278
O -0.356 -3.890 1.613
H -0.592 -4.662 1.137
H -0.826 -3.152 1.227
O 0.427 1.755 -1.794
H 0.156 1.034 -2.383
H 1.404 1.684 -1.877
O -3.554 3.369 -2.644
H -2.944 3.649 -1.922
H -3.914 4.129 -3.157
O 1.420 0.536 5.893
H 2.189 -0.069 6.073
H 0.778 0.121 5.360
O 0.746 -1.426 -1.735
H 0.177 -2.142 -2.164
H 1.432 -1.118 -2.317
O 2.829 -0.270 -2.920
H 3.322 0.408 -3.463
H 3.242 -0.598 -2.125
O -3.328 1.490 0.231
H -2.742 2.179 -0.150
H -4.206 1.505 -0.164
O -0.220 -2.742 4.670
H -0.959 -3.155 4.241
H 0.473 -2.924 4.017
O -3.413 1.555 3.306
H -3.404 1.921 2.413
H -3.111 2.187 3.917
O -3.084 1.164 -4.238
H -3.989 1.069 -4.444
H -3.144 2.004 -3.745
O -1.286 -0.156 3.736
H -2.035 0.423 3.901
H -1.306 -0.955 4.257
*
```

Atomic partial charges in e from the Mulliken method, atoms 1 to 5:
1. Cu 0.4356
2. O -0.4425
3. H 0.4600
4. H 0.3406
5. O -0.5267

(6)
The following is a DFT calculation (the ωB97M-V functional and the def2-TZVPD basis) of CuI as an isolated structure in a non-equilibrium geometry.

Values from the calculation:
HOMO = -7.6427 eV
HOMO-LUMO gap = 4.058 eV
ΔE to the lowest compared entry with this formula, charge and spin = 63.6 kcal/mol

Structure (ORCA input):
```
! wB97M-V def2-TZVPD RIJCOSX def2/J DEFGRID3
* xyz 0 1
Cu 2.223 0.115 -0.044
I -2.223 -0.115 0.044
*
```

Population analysis type Mulliken, resulting atomic charges in e:
1. Cu 0.5769
2. I -0.5769

(7)
The following is a DFT calculation (the ωB97M-V functional and the def2-TZVPD basis) of F10H4K3N5O22S10 as an isolated structure in a non-equilibrium geometry.

Values from the calculation:
HOMO = -5.4806 eV
HOMO-LUMO gap = 6.985 eV
ΔE to the lowest compared entry with this formula, charge and spin = 0.0 kcal/mol

Structure (ORCA input):
```
! wB97M-V def2-TZVPD RIJCOSX def2/J DEFGRID3
* xyz -2 1
K -21.808 4.727 0.124
K -23.985 7.258 8.223
K -26.550 3.508 6.475
N -18.863 4.861 9.347
S -20.490 4.325 9.423
O -21.516 5.318 9.216
O -20.865 3.239 10.281
F -20.423 3.735 7.952
S -18.773 5.481 10.731
O -18.630 4.603 11.859
O -19.539 6.677 10.986
F -17.269 6.063 10.560
N -24.851 -0.888 4.632
S -26.263 -1.319 3.803
O -26.823 -0.255 3.034
O -27.208 -2.238 4.358
F -25.530 -2.209 2.697
S -25.397 -0.660 6.017
O -25.864 -1.789 6.768
O -26.098 0.600 6.146
F -23.936 -0.408 6.718
N -28.643 3.181 4.346
S -29.052 4.792 4.602
O -28.669 5.279 5.905
O -30.226 5.304 3.980
F -27.926 5.261 3.553
S -29.635 2.514 5.210
O -31.000 2.486 4.779
O -29.428 2.357 6.634
F -29.086 1.065 4.802
N -24.321 3.877 4.888
S -23.121 3.837 5.756
O -23.011 4.938 6.721
O -21.872 3.250 5.335
F -23.694 2.661 6.784
S -23.709 5.026 3.839
O -22.638 4.660 2.931
O -23.751 6.348 4.361
F -25.031 5.008 2.988
N -24.261 6.214 -1.346
S -24.877 7.062 -2.399
O -25.750 8.096 -1.925
O -25.108 6.394 -3.681
F -23.631 7.998 -2.767
S -25.572 5.235 -1.110
O -25.545 4.060 -1.935
O -26.771 5.660 -0.433
F -24.796 4.600 0.167
O -24.237 1.585 3.307
H -24.301 2.281 3.970
H -24.154 0.766 3.812
O -24.075 8.881 5.740
H -24.846 8.898 6.312
H -24.189 8.083 5.195
*
```

Atomic partial charges in e from the Mulliken method, atoms 1 to 5:
1. K 0.9544
2. K 0.9284
3. K 0.8460
4. N -0.2866
5. S 0.9411

(8)
The following is a DFT calculation (the ωB97M-V functional and the def2-TZVPD basis) of F10N5O20PtS10 as an isolated structure in a non-equilibrium geometry.

Values from the calculation:
HOMO (spin up / spin down) = -2.5157 / -2.5100 eV
HOMO-LUMO gap (spin up / spin down) = 8.179 / 6.317 eV
ΔE to the lowest compared entry with this formula, charge and spin = 131.1 kcal/mol

Structure (ORCA input):
```
! wB97M-V def2-TZVPD RIJCOSX def2/J DEFGRID3
* xyz -3 3
Pt -1.150 0.262 -1.022
N 0.088 4.495 0.365
S 1.598 4.550 0.216
O 2.119 5.670 -0.517
O 2.313 3.255 0.222
F 1.848 5.020 1.772
S 0.036 3.716 -1.193
O -0.409 2.278 -1.068
O 0.947 4.103 -2.338
F -1.347 4.327 -1.747
N -0.808 -3.913 -0.232
S -2.192 -2.862 0.240
O -3.573 -3.274 0.331
O -1.965 -1.481 -0.175
F -1.809 -2.732 1.809
S -1.785 -5.053 -0.641
O -2.433 -4.763 -1.897
O -2.334 -6.091 0.305
F -0.600 -5.974 -1.285
N -0.076 -0.312 -2.643
S 0.087 -1.935 -3.286
O 0.930 -2.720 -2.413
O -0.038 -2.231 -4.744
F -1.425 -2.343 -2.909
S 0.861 0.292 -3.758
O 0.049 1.202 -4.656
O 2.036 -0.373 -4.398
F 1.596 1.365 -2.837
N -1.012 2.808 2.760
S -1.937 1.395 2.452
O -2.248 0.453 3.470
O -1.760 0.937 1.049
F -3.339 2.106 2.305
S -0.042 2.176 3.710
O 1.112 1.617 3.049
O -0.413 1.682 5.043
F 0.602 3.569 4.207
N 1.667 -2.158 0.585
S 2.175 -0.570 0.250
O 3.377 -0.108 0.944
O 1.010 0.221 -0.126
F 2.801 -0.867 -1.168
S 1.485 -1.799 2.103
O 0.322 -1.015 2.378
O 2.754 -1.697 2.860
F 0.882 -3.227 2.626
*
```

Atomic partial charges in e from the Mulliken method, atoms 1 to 5:
1. Pt 3.6133
2. N -0.2826
3. S 1.1138
4. O -0.6568
5. O -0.5020